(1)
Below is a molecular structure, C39H32N2O6P2Tc at a distorted geometry, with properties calculated with ωB97M-V/def2-TZVPD.

## Properties
expectation value of S²: 3.778
net charge: +2
spin multiplicity: 4
LUMO (spin up / spin down): -6.3 / -7.7 eV
frontier orbital gap (spin up / spin down): 0.2978 / 0.2491 Ha

XYZ file:
```
82
Properties=species:S:1:pos:R:3:nbo_charge:R:1
Tc 0.504 -0.197 0.251 1.22
N -1.379 -0.691 1.206 -0.82
C -2.573 0.087 0.814 0.22
C -3.811 -0.385 1.204 -0.24
C -4.946 0.330 0.852 -0.15
C -4.834 1.503 0.114 -0.18
C -3.586 1.961 -0.276 -0.15
C -2.436 1.257 0.079 -0.44
P -0.796 1.807 -0.425 1.15
C -0.844 2.495 -2.079 -0.42
C -1.246 3.823 -2.244 -0.12
C -1.340 4.350 -3.524 -0.21
C -1.012 3.574 -4.631 -0.15
C -0.578 2.267 -4.464 -0.20
C -0.498 1.735 -3.188 -0.18
C -0.313 3.186 0.623 -0.40
C 0.960 3.730 0.447 -0.19
C 1.342 4.823 1.208 -0.19
C 0.455 5.376 2.128 -0.18
C -0.809 4.832 2.301 -0.22
C -1.195 3.725 1.550 -0.15
H -1.187 -0.541 2.196 0.42
H -1.593 -1.681 1.114 0.42
H -3.896 -1.304 1.778 0.23
H -5.920 -0.037 1.148 0.25
H -5.723 2.056 -0.167 0.25
H -3.506 2.864 -0.872 0.24
H -1.472 4.449 -1.389 0.22
H -1.655 5.379 -3.656 0.24
H -1.075 3.999 -5.625 0.24
H -0.287 1.672 -5.322 0.24
H -0.118 0.742 -3.048 0.20
H 1.654 3.311 -0.276 0.24
H 2.327 5.254 1.075 0.24
H 0.751 6.241 2.709 0.24
H -1.498 5.271 3.012 0.24
H -2.183 3.303 1.688 0.22
O 4.028 -0.389 -1.583 -0.47
C 2.862 -0.549 -1.510 0.79
O 2.094 0.268 -0.670 -0.66
C 2.063 -1.544 -2.308 -0.85
P 0.580 -2.121 -1.443 1.07
C -0.641 -2.643 -2.677 -0.41
C -1.440 -1.720 -3.348 -0.14
C -2.298 -2.124 -4.357 -0.22
C -2.366 -3.466 -4.704 -0.14
C -1.585 -4.395 -4.036 -0.19
C -0.726 -3.995 -3.019 -0.17
C 0.938 -3.615 -0.518 -0.40
C 2.193 -4.205 -0.505 -0.14
C 2.398 -5.363 0.241 -0.20
C 1.357 -5.916 0.972 -0.17
C 0.099 -5.321 0.958 -0.19
C -0.108 -4.169 0.217 -0.21
H 2.694 -2.366 -2.631 0.29
H 1.707 -1.038 -3.209 0.29
H -1.412 -0.683 -3.079 0.20
H -2.916 -1.396 -4.867 0.23
H -3.035 -3.787 -5.492 0.24
H -1.639 -5.442 -4.303 0.24
H -0.124 -4.737 -2.515 0.23
H 3.024 -3.784 -1.060 0.22
H 3.374 -5.832 0.244 0.24
H 1.521 -6.818 1.549 0.24
H -0.720 -5.767 1.509 0.24
H -1.108 -3.741 0.166 0.20
O 1.621 -1.595 1.316 -0.64
C 2.362 -1.463 2.330 0.47
C 2.423 -0.337 3.166 -0.25
C 3.271 -0.391 4.296 -0.09
C 3.303 0.680 5.124 -0.02
C 2.533 1.820 4.879 -0.07
C 1.709 1.885 3.776 -0.26
C 1.651 0.806 2.906 0.41
O 0.857 0.910 1.831 -0.69
N 4.174 0.651 6.324 0.53
O 4.177 1.643 7.018 -0.34
O 4.824 -0.352 6.512 -0.35
H 2.995 -2.323 2.560 0.20
H 3.882 -1.261 4.508 0.27
H 2.605 2.651 5.568 0.27
H 1.118 2.766 3.556 0.25
```

(2)
Below is a molecular structure, C39H33AsBBrHfN4O7S at a distorted geometry, with properties calculated with ωB97M-V/def2-TZVPD.

## Properties
expectation value of S²: 0.763
energy relative to the best compared isomer or geometry (same formula, charge and spin): 14.2 kcal/mol
net charge: -1
spin multiplicity: 2
LUMO (spin up / spin down): 2.1 / 2.1 eV
frontier orbital gap (spin up / spin down): 0.1588 / 0.2849 Ha

XYZ file:
```
88
Properties=species:S:1:pos:R:3:lowdin_charge:R:1
Hf 1.021 0.889 0.040 1.48
O 0.427 -0.183 3.934 0.01
C 1.028 0.294 2.963 -0.47
N 0.498 1.227 2.057 -0.04
C -0.225 2.301 2.447 -0.49
O -0.427 2.703 3.580 0.08
C -0.785 3.054 1.276 -0.19
C -1.237 4.354 1.452 0.02
C -1.822 5.012 0.390 -0.04
C -1.950 4.335 -0.820 -0.05
C -1.437 3.061 -0.924 -0.14
N -0.856 2.413 0.093 -0.01
C 2.363 -0.131 2.573 -0.24
C 3.067 -1.083 3.331 -0.03
C 4.315 -1.472 2.927 -0.09
C 4.872 -0.886 1.759 -0.09
C 4.127 0.034 1.061 -0.17
N 2.891 0.413 1.417 -0.03
H -1.129 4.799 2.430 0.12
H -2.176 6.030 0.488 0.11
H -2.423 4.805 -1.671 0.11
H -1.496 2.507 -1.851 0.11
H 2.583 -1.483 4.212 0.11
H 4.874 -2.210 3.489 0.09
H 5.861 -1.156 1.417 0.08
H 4.518 0.495 0.162 0.08
O 0.118 0.784 -1.868 -0.36
N 0.523 -0.195 -2.690 -0.19
C -0.415 -1.013 -3.206 -0.03
C -0.085 -1.991 -4.099 -0.06
C 1.255 -2.132 -4.481 -0.07
C 2.200 -1.304 -3.932 -0.08
C 1.856 -0.325 -2.980 -0.67
S 2.959 0.662 -2.168 0.75
H -1.421 -0.816 -2.867 0.12
H -0.860 -2.629 -4.498 0.10
H 1.540 -2.891 -5.197 0.11
H 3.246 -1.387 -4.185 0.11
C -3.630 0.248 -0.418 -0.28
As -1.904 -0.329 0.381 1.21
C -2.463 0.037 2.220 -0.26
C -2.311 -2.313 0.300 -0.29
C -3.448 -2.799 1.128 -0.31
C -4.711 -3.009 0.575 -0.07
C -5.764 -3.477 1.348 -0.10
C -5.577 -3.726 2.699 -0.11
C -4.330 -3.502 3.268 -0.09
C -3.276 -3.053 2.491 -0.06
H -4.471 -0.208 0.101 0.02
H -3.672 -0.008 -1.478 0.01
H -3.699 1.333 -0.325 0.01
H -3.419 -0.433 2.445 0.03
H -2.557 1.117 2.337 0.03
H -1.705 -0.303 2.928 0.02
H -1.383 -2.793 0.609 0.05
H -2.483 -2.530 -0.757 0.07
H -4.862 -2.811 -0.481 0.11
H -6.731 -3.647 0.891 0.10
H -6.396 -4.095 3.304 0.09
H -4.183 -3.672 4.327 0.10
H -2.299 -2.888 2.932 0.12
Br -0.137 6.540 -5.567 0.68
C 0.568 5.741 -3.985 -0.69
C 0.881 4.393 -3.988 -0.12
C 1.379 3.817 -2.827 -0.03
C 1.566 4.585 -1.687 -0.13
C 1.272 5.942 -1.719 -0.02
C 0.760 6.530 -2.864 -0.13
C 2.124 4.005 -0.397 -0.57
O 2.746 4.758 0.330 0.07
O 1.950 2.741 -0.181 -0.21
H 0.743 3.803 -4.884 0.10
H 1.632 2.766 -2.807 0.04
H 1.448 6.527 -0.825 0.12
H 0.514 7.584 -2.885 0.10
O 0.848 -2.268 1.053 0.07
B 1.289 -1.365 0.047 -0.59
O 2.297 -2.047 -0.677 0.08
C 2.468 -3.273 -0.115 -0.21
C 3.332 -4.282 -0.478 0.00
C 3.301 -5.446 0.287 -0.11
C 2.436 -5.572 1.369 -0.11
C 1.558 -4.550 1.723 0.00
C 1.586 -3.406 0.955 -0.21
H 4.006 -4.159 -1.315 0.11
H 3.964 -6.263 0.033 0.09
H 2.449 -6.484 1.953 0.09
H 0.891 -4.645 2.570 0.12
```

(3)
Below is a molecular structure, C39H33Cl2F3N4O2PbSb, with properties calculated with ωB97M-V/def2-TZVPD.

## Properties
energy relative to the best compared isomer or geometry (same formula, charge and spin): 17.6 kcal/mol
net charge: +1
spin multiplicity: 1
LUMO: -2.7 eV
frontier orbital gap: 0.2905 Ha

XYZ file:
```
85
Properties=species:S:1:pos:R:3:lowdin_charge:R:1
Pb -0.004 -0.011 -0.233 1.42
C 2.066 2.607 1.065 -0.17
C 2.863 1.444 1.655 -0.10
C 2.918 0.235 0.751 -0.35
C 3.381 0.323 -0.560 -0.05
C 3.336 -0.802 -1.370 -0.06
C 2.846 -1.988 -0.844 -0.06
C 2.437 -1.999 0.482 -0.15
N 2.461 -0.914 1.263 0.08
N 0.615 2.355 0.942 -0.23
C 0.011 3.325 0.022 -0.14
C -1.425 2.995 -0.329 -0.28
C -2.293 3.990 -0.750 0.00
C -3.594 3.650 -1.085 -0.02
C -3.998 2.327 -0.978 -0.02
C -3.076 1.391 -0.553 -0.12
N -1.819 1.721 -0.236 -0.01
C -0.068 2.398 2.241 -0.12
C -0.171 1.065 2.940 -0.26
C -0.174 1.014 4.323 0.00
C -0.318 -0.209 4.957 -0.02
C -0.430 -1.352 4.186 -0.01
C -0.404 -1.227 2.810 -0.10
N -0.304 -0.040 2.197 0.01
H 2.437 2.823 0.062 0.11
H 2.232 3.511 1.664 0.13
H 2.457 1.128 2.616 0.11
H 3.876 1.806 1.848 0.13
H 3.767 1.258 -0.945 0.12
H 3.674 -0.748 -2.397 0.12
H 2.775 -2.888 -1.439 0.11
H 2.041 -2.904 0.930 0.12
H 0.604 3.341 -0.898 0.12
H 0.047 4.344 0.431 0.14
H -1.952 5.015 -0.808 0.13
H -4.287 4.411 -1.417 0.12
H -5.006 2.022 -1.219 0.12
H -3.335 0.342 -0.465 0.07
H -1.085 2.765 2.091 0.14
H 0.425 3.113 2.910 0.14
H -0.057 1.927 4.894 0.12
H -0.326 -0.267 6.038 0.12
H -0.523 -2.333 4.628 0.12
H -0.440 -2.107 2.183 0.08
F -4.744 -0.104 -8.628 0.07
C -4.009 -0.256 -7.515 -0.28
C -3.373 -1.461 -7.295 0.00
C -2.612 -1.608 -6.143 -0.11
C -2.494 -0.564 -5.231 -0.40
C -3.159 0.634 -5.483 -0.13
C -3.918 0.802 -6.631 0.00
Sb -1.291 -0.679 -3.482 1.46
C -0.516 -2.648 -3.694 -0.39
C -1.363 -3.750 -3.573 -0.14
C -0.865 -5.043 -3.605 0.01
C 0.498 -5.219 -3.748 -0.28
F 0.992 -6.467 -3.777 0.08
C 1.371 -4.156 -3.865 -0.01
C 0.852 -2.868 -3.835 -0.12
C 0.374 0.352 -4.353 -0.39
C 0.806 0.069 -5.650 -0.10
C 1.880 0.740 -6.212 0.01
C 2.521 1.707 -5.458 -0.28
F 3.562 2.363 -5.993 0.07
C 2.122 2.028 -4.178 -0.01
C 1.042 1.340 -3.638 -0.16
H -3.475 -2.261 -8.016 0.12
H -2.103 -2.549 -5.970 0.09
H -3.084 1.461 -4.784 0.09
H -4.435 1.727 -6.847 0.12
H -2.432 -3.610 -3.450 0.08
H -1.511 -5.906 -3.520 0.13
H 2.429 -4.345 -3.989 0.12
H 1.533 -2.032 -3.937 0.09
H 0.295 -0.684 -6.239 0.11
H 2.222 0.530 -7.217 0.13
H 2.643 2.806 -3.635 0.12
H 0.712 1.607 -2.637 0.04
Cl -3.874 -2.363 1.740 0.62
C -3.199 -3.083 0.260 -0.96
Cl -3.893 -2.292 -1.173 0.60
C -1.667 -2.967 0.366 -0.78
O -1.115 -3.792 1.069 0.04
O -1.123 -1.984 -0.246 -0.33
H -3.492 -4.125 0.230 0.07
```

(4)
Below is a molecular structure, C39H34Cl5N6O3PPb at a distorted geometry, with properties calculated with ωB97M-V/def2-TZVPD.

## Properties
energy relative to the best compared isomer or geometry (same formula, charge and spin): 40.6 kcal/mol
net charge: 0
spin multiplicity: 1
LUMO: -0.7 eV
frontier orbital gap: 0.2312 Ha

XYZ file:
```
89
Properties=species:S:1:pos:R:3:lowdin_charge:R:1
Pb 1.054 2.170 0.048 1.41
O 4.748 -1.096 -0.096 0.06
C 4.555 -1.757 1.059 -0.28
C 5.458 -2.769 1.386 -0.03
C 5.306 -3.491 2.553 -0.09
C 4.257 -3.211 3.427 -0.10
C 3.375 -2.191 3.119 -0.04
C 3.503 -1.454 1.940 -0.09
C 2.564 -0.333 1.622 -0.49
O 2.432 0.015 0.382 -0.33
N 1.953 0.194 2.657 0.04
N 1.175 1.315 2.381 -0.12
C 0.558 1.758 3.415 -0.11
C -0.328 2.901 3.508 -0.17
C -1.019 3.041 4.729 -0.07
C -1.912 4.061 4.962 -0.12
C -2.116 5.012 3.949 -0.10
C -1.453 4.912 2.750 -0.02
C -0.545 3.855 2.468 -0.40
O 0.017 3.815 1.303 -0.29
H 3.959 -0.529 -0.229 0.07
H 6.266 -2.976 0.693 0.12
H 6.013 -4.277 2.791 0.10
H 4.141 -3.777 4.342 0.09
H 2.568 -1.929 3.790 0.10
H 0.704 1.187 4.336 0.12
H -0.827 2.306 5.506 0.10
H -2.433 4.136 5.907 0.09
H -2.797 5.839 4.118 0.10
H -1.608 5.646 1.966 0.11
N -0.081 -1.458 -2.975 -0.15
P 0.679 -1.284 -1.415 1.08
C 2.053 -2.483 -1.702 -0.34
C 2.783 -2.353 -2.885 -0.10
C 3.822 -3.224 -3.173 -0.08
C 4.158 -4.228 -2.273 -0.09
C 3.457 -4.346 -1.082 -0.08
C 2.414 -3.476 -0.794 -0.09
C -0.411 -2.423 -0.423 -0.36
C -0.414 -2.241 0.962 -0.13
C -1.213 -3.021 1.793 -0.08
C -2.024 -4.008 1.249 -0.10
C -2.007 -4.225 -0.125 -0.09
C -1.208 -3.441 -0.948 -0.09
C -0.168 -0.396 -3.870 -0.44
C -1.061 -0.436 -4.952 -0.04
C -1.164 0.673 -5.763 -0.08
C -0.362 1.783 -5.517 -0.08
C 0.524 1.709 -4.461 -0.14
N 0.628 0.650 -3.652 0.10
H -0.527 -2.307 -3.275 0.08
H 2.529 -1.561 -3.582 0.09
H 4.377 -3.118 -4.098 0.10
H 4.963 -4.916 -2.500 0.10
H 3.724 -5.113 -0.366 0.11
H 1.882 -3.581 0.145 0.10
H 0.245 -1.496 1.401 0.08
H -1.190 -2.862 2.866 0.11
H -2.643 -4.625 1.890 0.10
H -2.610 -5.014 -0.559 0.10
H -1.199 -3.662 -2.010 0.09
H -1.679 -1.312 -5.113 0.11
H -1.875 0.679 -6.580 0.11
H -0.420 2.672 -6.132 0.10
H 1.192 2.536 -4.238 0.11
Cl 0.780 4.860 -1.592 0.62
C -0.835 4.184 -1.691 -0.71
C -0.993 2.817 -1.487 -0.30
C -2.267 2.369 -1.715 -0.65
Cl -2.544 0.606 -1.759 0.77
C -3.373 3.174 -1.970 -0.70
Cl -4.978 2.513 -2.063 0.65
C -3.180 4.544 -2.099 -0.71
Cl -4.515 5.596 -2.368 0.68
C -1.881 5.052 -2.002 -0.70
Cl -1.612 6.737 -2.235 0.68
N -4.262 -0.187 0.446 0.15
C -3.846 0.582 1.682 -0.11
C -2.636 1.452 1.378 -0.24
N -1.425 0.722 1.062 0.02
H -5.269 -0.207 0.322 0.16
H -3.917 -1.146 0.472 0.15
H -3.839 0.236 -0.395 -0.04
H -3.627 -0.138 2.467 0.13
H -4.677 1.210 1.997 0.13
H -2.463 2.087 2.243 0.11
H -2.880 2.119 0.546 0.10
H -1.501 0.083 0.280 -0.02
H -1.001 0.269 1.859 0.06
```

(5)
Below is a molecular structure, C39H34IN5PPt at a distorted geometry, with properties calculated with ωB97M-V/def2-TZVPD.

## Properties
energy relative to the best compared isomer or geometry (same formula, charge and spin): 76.3 kcal/mol
net charge: +3
spin multiplicity: 1
LUMO: -11.4 eV
frontier orbital gap: 0.1618 Ha

XYZ file:
```
81
Properties=species:S:1:pos:R:3:lowdin_charge:R:1
Pt -0.462 1.201 0.248 0.84
C 1.477 2.916 2.101 -0.11
N 0.052 3.075 1.831 -0.08
C -0.323 4.367 1.252 -0.08
C -1.237 4.216 0.077 -0.28
N -1.300 3.141 -0.693 0.06
C -2.236 3.394 -1.660 -0.22
C -2.722 2.614 -2.714 -0.02
C -3.677 3.174 -3.541 -0.05
C -4.141 4.476 -3.345 -0.04
C -3.673 5.266 -2.303 0.02
C -2.731 4.703 -1.458 -0.16
N -2.071 5.183 -0.347 0.20
C 2.195 2.577 0.832 -0.30
N 1.704 1.757 -0.083 0.02
C 2.667 1.660 -1.066 -0.21
C 2.717 0.940 -2.263 -0.02
C 3.874 1.018 -3.016 -0.06
C 4.963 1.797 -2.618 -0.04
C 4.926 2.544 -1.452 0.02
C 3.770 2.460 -0.692 -0.17
N 3.416 3.035 0.507 0.20
H 1.604 2.080 2.800 0.12
H 1.921 3.811 2.559 0.15
H -0.496 2.884 2.667 0.14
H 0.580 4.884 0.907 0.15
H -0.803 5.006 2.001 0.15
H -2.368 1.605 -2.874 0.03
H -4.075 2.599 -4.363 0.12
H -4.884 4.879 -4.015 0.12
H -4.031 6.272 -2.163 0.13
H -2.213 6.098 0.058 0.19
H 1.883 0.339 -2.592 0.05
H 3.947 0.467 -3.943 0.12
H 5.846 1.821 -3.237 0.12
H 5.759 3.159 -1.149 0.13
H 3.985 3.685 1.027 0.19
I -0.847 -0.750 -2.050 1.33
C 0.267 -2.549 -2.441 -0.50
C 0.635 -2.741 -3.751 -0.11
C 1.254 -3.933 -4.137 -0.02
C 1.470 -4.919 -3.207 0.03
C 1.109 -4.739 -1.856 -0.13
C 1.337 -5.764 -0.913 0.04
C 0.990 -5.601 0.405 -0.01
C 0.414 -4.405 0.826 -0.06
C 0.208 -3.361 -0.060 -0.30
P -0.423 -1.827 0.716 1.08
C 0.768 -1.434 2.028 -0.37
C 2.062 -1.956 2.014 -0.05
C 2.925 -1.673 3.055 -0.02
C 2.528 -0.833 4.086 -0.02
C 1.259 -0.270 4.076 -0.06
C 0.379 -0.551 3.045 -0.13
C -1.975 -2.405 1.450 -0.37
C -2.064 -2.734 2.804 -0.07
C -3.237 -3.286 3.287 -0.03
C -4.318 -3.489 2.439 -0.01
C -4.228 -3.158 1.094 -0.03
C -3.062 -2.608 0.598 -0.09
C 0.510 -3.506 -1.433 -0.20
H 0.437 -1.985 -4.496 0.11
H 1.527 -4.076 -5.171 0.13
H 1.918 -5.854 -3.501 0.14
H 1.782 -6.691 -1.239 0.14
H 1.180 -6.376 1.130 0.13
H 0.134 -4.293 1.864 0.12
H 2.377 -2.613 1.217 0.12
H 3.910 -2.111 3.072 0.13
H 3.202 -0.625 4.901 0.13
H 0.951 0.364 4.893 0.12
H -0.622 -0.138 3.056 0.09
H -1.221 -2.586 3.461 0.11
H -3.314 -3.572 4.326 0.13
H -5.236 -3.901 2.830 0.13
H -5.069 -3.320 0.437 0.13
H -3.001 -2.319 -0.443 0.08
C -2.412 0.896 0.989 -0.22
H -3.039 0.483 0.196 0.00
H -2.820 1.867 1.275 0.02
H -2.486 0.242 1.855 0.00
```

Calculated total energy readings, ordered: -2829.28462, -7532.82066, -3528.39947, -4895.97661, -2537.76619 hartree